No. 1
{"formula": "C18H24N2O3", "method": "ωB97M-V with the def2-TZVPD basis set", "elements": ["O", "O", "O", "N", "N", "C", "C", "C", "C", "C", "C", "C", "C", "C", "C", "C", "C", "C", "C", "C", "C", "C", "C", "H", "H", "H", "H", "H", "H", "H", "H", "H", "H", "H", "H", "H", "H", "H", "H", "H", "H", "H", "H", "H", "H", "H", "H"], "xyz": [[-2.36723, -2.92283, 0.70495], [1.08032, 1.74964, 2.60321], [3.83615, -0.54700, 0.41374], [0.94612, 0.39853, 0.77487], [-0.48351, 0.13093, 2.58578], [-1.20154, 1.25782, -3.14088], [-2.75273, 0.09413, 1.61030], [0.52299, 0.83345, 2.02919], [-1.58375, -2.30013, 0.00795], [0.37212, -0.68612, 0.13678], [-1.43369, -0.67009, 1.85319], [2.09029, 1.12312, 0.25159], [3.41746, 0.71294, 0.89453], [-2.78553, 0.62138, -1.45399], [-0.80475, -1.19260, 0.57820], [-0.97882, 2.08252, -0.90017], [-2.10255, 1.36973, -0.50271], [-2.33858, 0.56380, -2.76155], [5.01354, -1.00196, 1.02873], [-1.50436, -2.61091, -1.47017], [-2.59125, 1.44974, 0.91588], [-0.52593, 2.02316, -2.20655], [1.16395, -1.26427, -0.99283], [-0.85146, 1.21039, -4.16191], [2.13883, 1.01194, -0.82885], [0.91726, -2.30817, -1.13651], [-2.48598, -2.96034, -1.78547], [-1.68867, -1.54523, 2.46911], [-3.40999, -0.55576, 1.03383], [-3.22551, 0.26367, 2.58141], [-0.80568, -3.42809, -1.64163], [4.17717, 1.47228, 0.65389], [-3.67699, 0.08076, -1.17205], [-0.45798, 2.69750, -0.18030], [-1.90983, 2.07581, 1.49691], [5.84691, -0.31281, 0.84586], [0.35133, 2.58322, -2.49772], [1.93431, 2.17653, 0.50097], [2.22412, -1.19759, -0.76439], [3.29625, 0.68538, 1.98571], [5.23981, -1.97165, 0.59015], [-2.88241, -0.02038, -3.48992], [-0.78170, 0.47035, 3.48899], [4.87803, -1.11102, 2.11123], [-3.56913, 1.94159, 0.91811], [-1.21519, -1.74722, -2.05711], [0.96784, -0.72616, -1.92031]], "nbo_charge": [-0.578, -0.659, -0.557, -0.470, -0.614, -0.239, -0.397, 0.798, 0.559, 0.303, -0.069, -0.239, -0.072, -0.256, -0.182, -0.254, 0.093, -0.201, -0.242, -0.718, -0.457, -0.206, -0.690, 0.214, 0.219, 0.231, 0.239, 0.232, 0.221, 0.206, 0.232, 0.170, 0.213, 0.213, 0.212, 0.166, 0.212, 0.241, 0.265, 0.190, 0.194, 0.214, 0.408, 0.170, 0.224, 0.228, 0.232], "multiplicity": 1, "relative_energy_kcal_mol": 31.96, "e_homo_ha": -0.300, "charge": 0, "fmax_ev_per_a": 0.81, "homo_lumo_gap_ev": 8.897, "total_energy_ev": -28178.7869}

=====

No. 2
{"formula": "C2H11N2O2", "method": "ωB97M-V with the def2-TZVPD basis set", "elements": ["O", "O", "N", "N", "C", "C", "H", "H", "H", "H", "H", "H", "H", "H", "H", "H", "H"], "xyz": [[-0.79589, -0.37028, -2.82976], [-1.13304, 0.94187, 2.48784], [0.57475, -0.01319, 0.56608], [-1.33948, -0.91177, -0.35077], [1.95714, 0.44927, 0.37856], [-0.00414, -0.77998, -0.36501], [2.52399, -0.13693, 1.16553], [-1.12159, -0.54756, -3.84241], [-1.90970, -0.52069, 0.48113], [-1.37707, 0.49218, 3.34791], [2.30072, 0.13726, -0.62098], [-1.68312, -1.34827, -1.26810], [0.67292, -1.40874, -0.91943], [-0.15641, 0.35315, -2.99127], [0.16805, 0.23687, 1.49792], [2.32988, 1.58469, 0.50530], [-1.00702, 1.84212, 2.75747]], "nbo_charge": [-0.988, -0.963, -0.564, -0.747, -0.445, 0.397, 0.219, 0.509, 0.456, 0.503, 0.213, 0.470, 0.239, 0.490, 0.460, 0.252, 0.499], "multiplicity": 1, "relative_energy_kcal_mol": 42.19, "e_homo_ha": -0.513, "charge": 1, "fmax_ev_per_a": 4.75, "homo_lumo_gap_ev": 10.649, "total_energy_ev": -9320.4768}

=====

No. 3
{"formula": "C28H42N10O3PS3Zr", "method": "ωB97M-V with the def2-TZVPD basis set", "elements": ["Zr", "S", "S", "S", "P", "O", "O", "O", "N", "N", "N", "N", "N", "N", "N", "N", "N", "N", "C", "C", "C", "C", "C", "C", "C", "C", "C", "C", "C", "C", "C", "C", "C", "C", "C", "C", "C", "C", "C", "C", "C", "C", "C", "C", "C", "C", "H", "H", "H", "H", "H", "H", "H", "H", "H", "H", "H", "H", "H", "H", "H", "H", "H", "H", "H", "H", "H", "H", "H", "H", "H", "H", "H", "H", "H", "H", "H", "H", "H", "H", "H", "H", "H", "H", "H", "H", "H", "H"], "xyz": [[0.09671, -0.14342, 0.80212], [-2.79408, -0.62656, 0.92642], [-0.77887, -1.01270, 3.51781], [-0.45218, -2.97703, 0.92303], [-0.61346, -0.68569, -2.60770], [-0.50808, -0.68506, -1.05646], [-2.70162, 2.42846, 2.25465], [1.01622, 1.59291, -0.09862], [4.38444, -0.28465, 1.43822], [1.23129, 0.86266, 2.56555], [4.12170, -2.02612, -0.13227], [6.19858, -1.37182, 0.55246], [2.19284, -0.92362, 0.76378], [0.89048, -1.04161, -3.20188], [-1.12867, 0.76940, -3.12059], [2.08914, -2.67333, -0.81551], [-1.66347, -1.87772, -3.03505], [-0.91139, 1.72827, 0.98623], [-1.30733, -3.27840, -2.78422], [0.80997, 4.83824, 0.05738], [3.09664, -0.17841, 1.48045], [1.51534, 2.51022, 4.28038], [-1.61180, 5.31237, 1.46326], [-2.60998, -1.71045, -4.14615], [-2.23503, -3.37960, 0.79589], [2.89222, 2.47505, 4.11700], [2.82352, -1.84926, -0.06390], [-2.51273, -0.48116, 3.69750], [-0.05644, -3.52409, 2.61234], [0.00934, 3.80082, 0.49299], [3.42591, 1.60901, 3.17640], [4.89317, -1.23461, 0.61334], [-1.18147, 4.03301, 1.20172], [-0.81444, 6.36656, 1.00632], [-3.04294, -2.25883, 0.17072], [0.72985, 1.70206, 3.48202], [-0.89346, 1.17255, -4.51105], [0.37614, 6.13560, 0.32873], [2.56528, 0.81395, 2.43774], [-1.75631, 2.70865, 1.57105], [1.06410, -1.73250, -4.48592], [-1.88710, 1.71881, -2.31210], [1.94656, -0.05275, -2.94722], [0.12346, 2.34963, 0.39420], [-0.85582, -2.82976, 3.69906], [-3.45211, -0.94585, 2.60264], [-0.19398, -4.60382, 2.66177], [-2.45501, 0.60582, 3.69610], [2.61671, -3.28650, -1.41772], [0.97400, 6.97644, 0.00411], [-2.11609, 1.29199, -1.33958], [1.00938, -3.31218, 2.71153], [-1.90132, -3.13109, 3.71180], [1.75916, 0.48533, -2.02293], [1.30113, -1.03019, -5.28775], [-2.22318, -3.84408, -2.60370], [-0.19331, 2.00881, -4.55710], [4.48899, 1.52779, 3.00922], [3.53714, 3.10128, 4.71855], [-1.82937, 1.48369, -4.97655], [1.18961, -2.37879, -1.13781], [-0.34665, 1.72523, 3.58723], [-0.66323, -3.36205, -1.90806], [-3.52065, -2.26348, -3.91480], [-4.38736, -0.39377, 2.68967], [1.88774, -2.44380, -4.40503], [-2.21094, -2.09798, -5.08706], [2.01248, 0.67426, -3.76056], [-4.10681, -2.49159, 0.22338], [2.90782, -0.56509, -2.87522], [-2.53328, 5.49552, 2.00027], [6.80186, -0.79648, 1.11773], [0.16331, -2.27824, -4.75833], [6.59496, -2.08668, -0.03689], [-2.82604, 1.97238, -2.80668], [-2.58373, -3.63146, 1.79479], [-1.13496, 7.38451, 1.18348], [-2.31182, -4.27494, 0.18014], [-2.77544, -2.10483, -0.87310], [-2.87320, -0.66357, -4.27012], [-3.67208, -2.00899, 2.67445], [-0.49056, 0.34155, -5.08891], [-0.42284, -3.07279, 4.66832], [-0.80407, -3.73832, -3.63787], [-2.86293, -0.80464, 4.67755], [1.73509, 4.65427, -0.47332], [1.05028, 3.15165, 5.01562], [-1.31498, 2.64152, -2.17938]], "mulliken_charge": [-1.614, 0.421, 0.343, 0.411, -0.644, 0.666, -0.577, -0.691, -0.700, 0.480, -0.638, -0.287, 0.761, 0.974, 0.868, 0.066, 0.173, 1.170, -1.021, -0.503, -0.199, -1.275, -0.758, -1.138, -1.236, -0.767, 0.071, -0.758, -0.949, 0.318, -0.644, 0.211, 0.138, -0.547, 0.073, 0.096, -1.093, -0.766, 0.751, -0.388, -1.048, -0.760, -0.974, 1.220, -0.972, -1.193, 0.615, 0.227, 0.351, 0.497, 0.043, 0.334, 0.517, 0.107, 0.349, 0.391, 0.322, 0.607, 0.496, 0.430, -0.301, 0.309, 0.289, 0.375, 0.633, 0.325, 0.321, 0.352, 0.876, 0.354, 0.575, 0.262, 0.304, 0.281, 0.417, 0.603, 0.474, 0.649, -0.828, 0.379, 0.526, 0.294, 0.595, 0.449, 0.691, 0.581, 0.551, 0.307], "multiplicity": 1, "e_homo_ha": -0.623, "charge": 3, "fmax_ev_per_a": 3.08, "homo_lumo_gap_ev": 8.306, "total_energy_ev": -93822.9437}

=====

No. 4
{"formula": "C5H9N3", "method": "ωB97M-V with the def2-TZVPD basis set", "elements": ["N", "N", "N", "C", "C", "C", "C", "C", "H", "H", "H", "H", "H", "H", "H", "H", "H"], "xyz": [[-0.44257, 1.03023, 0.89765], [-0.61078, 1.33321, -0.49398], [1.86448, 0.65333, -0.09414], [-0.16072, -0.49434, -2.38669], [-0.91763, 0.31878, 1.98405], [-0.50565, -0.84532, 2.46054], [0.49985, 0.49244, -0.09477], [-0.46331, -0.20263, -0.94491], [0.19451, -1.49038, 1.95387], [2.29750, 0.59125, -1.00783], [2.16096, 1.41937, 0.49910], [-1.60938, 0.94157, 2.54076], [0.36703, -1.44744, -2.46567], [-1.20102, -0.82695, -0.46196], [-1.07900, -0.54099, -2.97710], [-0.86224, -1.22259, 3.39970], [0.46798, 0.29046, -2.80862]], "nbo_charge": [-0.330, -0.208, -0.830, -0.642, -0.008, -0.479, 0.333, -0.098, 0.198, 0.385, 0.399, 0.196, 0.226, 0.209, 0.228, 0.207, 0.215], "multiplicity": 1, "relative_energy_kcal_mol": 109.38, "e_homo_ha": -0.301, "charge": 0, "fmax_ev_per_a": 4.41, "homo_lumo_gap_ev": 9.174, "total_energy_ev": -9796.7239}